Entry from OMol25: a structure of composition C8H20F8Li4N5O23S8 (ωB97M-V with the def2-TZVPD basis set).

Summary:
E_HOMO = -7.89 eV
gap between HOMO and LUMO = 9.0 eV
net charge = -1
LUMO level = 0.042 Ha
relative energy (zero: lowest compared OMol25 entry of this formula, charge and spin) = 0.0 kcal per mole
spin multiplicity = 1

Positions of all 76 atoms, in Å:
Li (0.5726, 3.5850, 0.8096)
Li (-1.9078, -1.8785, -0.1640)
Li (-2.7770, 0.5839, 0.8829)
Li (0.9246, 0.1609, 3.5989)
N (2.5407, -0.8502, 4.4110)
S (3.3941, -1.7803, 3.2856)
O (3.2467, -3.1834, 3.4872)
O (4.6664, -1.3414, 2.7712)
F (2.4678, -1.3949, 2.0270)
S (3.7348, -0.2610, 5.2201)
O (4.2973, 0.9898, 4.8418)
O (4.6150, -1.2668, 5.7885)
F (2.8330, 0.1219, 6.4814)
N (-3.6462, -1.0354, 0.0390)
S (-5.0756, -1.1608, 1.0208)
O (-6.0986, -2.0811, 0.6604)
O (-5.3568, 0.1361, 1.5618)
F (-4.3349, -1.8975, 2.2198)
S (-4.4267, -1.3408, -1.2417)
O (-5.3021, -0.3294, -1.7396)
O (-4.6958, -2.7133, -1.6126)
F (-3.1018, -1.1061, -2.2132)
N (-3.5137, 2.3985, 1.1032)
S (-3.5282, 3.2749, -0.1936)
O (-2.2608, 3.5062, -0.8358)
O (-4.5472, 4.2671, -0.1853)
F (-4.2166, 2.1495, -1.1058)
S (-2.6030, 3.4871, 2.0171)
O (-3.0976, 4.7977, 2.2257)
O (-1.1707, 3.3106, 1.9396)
F (-3.0238, 2.7682, 3.3839)
N (2.1759, 3.9055, 2.1380)
S (3.3688, 2.9401, 1.7545)
O (3.2687, 1.5285, 1.9731)
O (4.6587, 3.5443, 1.9574)
F (3.1184, 3.1287, 0.1691)
S (2.1693, 3.4554, 3.8134)
O (3.2585, 3.9517, 4.5939)
O (1.4585, 2.2273, 4.0973)
F (1.0289, 4.5110, 4.1974)
N (0.0038, 0.8113, 0.5223)
O (-1.0327, 0.2252, 0.1013)
O (0.4381, 0.5269, 1.6496)
O (0.4896, 1.7946, -0.0499)
C (1.0530, -1.7950, -1.2226)
O (-0.0498, -2.5545, -0.7276)
C (-0.2322, -3.7053, -1.5201)
C (-1.3202, -4.5817, -0.9295)
O (-2.4461, -3.8811, -0.4874)
C (-3.3674, -4.7536, 0.1472)
H (1.9321, -2.4344, -1.3130)
H (1.3819, -0.9288, -0.6499)
H (0.8327, -1.3731, -2.2089)
H (0.6381, -4.3439, -1.6926)
H (-0.5552, -3.3682, -2.5156)
H (-0.7942, -5.1595, -0.1522)
H (-1.4882, -5.3988, -1.6433)
H (-3.7578, -5.4776, -0.5670)
H (-4.2160, -4.2330, 0.5864)
H (-2.8987, -5.2427, 1.0066)
C (4.2871, -0.2311, -5.1980)
O (3.3155, -0.0657, -4.1979)
C (2.8892, 1.2765, -4.1391)
C (1.6086, 1.5283, -3.3870)
O (0.4149, 1.0772, -3.9873)
C (-0.6713, 1.1783, -3.0853)
H (4.6081, -1.2705, -5.2259)
H (5.1601, 0.4081, -5.0378)
H (3.9202, -0.0173, -6.2082)
H (2.6751, 1.5860, -5.1781)
H (3.6916, 1.9611, -3.8444)
H (1.4829, 2.6051, -3.2231)
H (1.7351, 1.0722, -2.3939)
H (-0.7643, 0.3082, -2.4277)
H (-1.5945, 1.3741, -3.6209)
H (-0.4832, 1.9737, -2.3581)

=====

Entry from OMol25: a cluster of 2 separate species, C8H20N2 in total (ωB97M-V with the def2-TZVPD basis set).

Summary:
E_HOMO = -9.24 eV
gap between HOMO and LUMO = 10.3 eV
LUMO level = 0.038 Ha
relative energy (zero: lowest compared OMol25 entry of this formula, charge and spin) = 31.7 kcal per mole
spin multiplicity = 1

Positions of all 30 atoms, in Å:
C (2.5957, 1.3402, -0.7099)
C (3.9503, 0.7579, -0.3491)
C (3.8615, -0.7645, -0.1205)
C (-3.6906, -0.8089, 0.1403)
C (-2.3601, -0.2238, -0.2283)
C (-1.4275, -0.2555, 0.9624)
C (-1.7497, 1.2243, 1.2184)
C (-2.2776, 1.3095, -0.2091)
H (2.6398, 2.4382, -0.7729)
H (1.8623, 1.0587, 0.0603)
H (2.2228, 0.9660, -1.6763)
H (4.3543, 1.2467, 0.5470)
H (4.6430, 0.9702, -1.1607)
H (3.5329, -1.2252, -1.0649)
H (3.0674, -0.9588, 0.6076)
H (5.7569, -1.6349, -0.3092)
H (4.9080, -2.1691, 0.9623)
H (-4.9720, -0.2334, -1.3334)
H (-5.2835, -1.7409, -0.7531)
H (-3.5673, -1.7412, 0.7180)
H (-4.1728, -0.1091, 0.8376)
H (-1.9393, -0.6314, -1.1614)
H (-1.6523, -1.0122, 1.7339)
H (-0.3943, -0.3032, 0.6107)
H (-0.9029, 1.8944, 1.4918)
H (-2.5774, 1.3140, 1.9420)
H (-3.2045, 1.8780, -0.4062)
H (-1.5006, 1.6104, -0.9092)
N (5.0933, -1.3499, 0.4249)
N (-4.5551, -1.0917, -1.0233)

=====

Entry from OMol25: a cluster of 3 separate species, C8H20O5S4 in total (ωB97M-V with the def2-TZVPD basis set).

Summary:
E_HOMO = -8.81 eV
gap between HOMO and LUMO = 9.4 eV
LUMO level = 0.020 Ha
spin multiplicity = 1

Positions of all 37 atoms, in Å:
O (-0.8977, -3.4233, -3.6318)
S (-1.8497, -3.2741, -2.5931)
O (-2.1861, -4.4645, -1.9125)
C (-3.3752, -2.5625, -3.1817)
C (-4.0435, -1.9161, -1.9822)
C (-3.2582, -0.6699, -1.6152)
C (-1.7396, -0.8864, -1.6366)
S (-0.9647, -0.0622, -3.0878)
O (-1.3655, -2.2561, -1.4584)
H (-3.1489, -1.8126, -3.9282)
H (-3.9531, -3.3642, -3.6111)
H (-5.0766, -1.6876, -2.1880)
H (-3.9643, -2.6303, -1.1706)
H (-3.5714, -0.2781, -0.6546)
H (-3.4655, 0.1011, -2.3427)
H (-1.3466, -0.3566, -0.7861)
H (-0.8734, -1.0571, -3.9800)
C (0.3496, -0.1281, 2.3566)
S (-1.1687, 0.7399, 2.7495)
O (-1.8414, 1.0501, 1.4546)
C (-0.3754, 2.2514, 3.3056)
H (0.0847, -1.1010, 1.9438)
H (0.9158, 0.4476, 1.6273)
H (0.9341, -0.2638, 3.2662)
H (0.2462, 2.6516, 2.5051)
H (0.2308, 2.0352, 4.1848)
H (-1.1575, 2.9623, 3.5642)
C (4.7591, 3.0346, 0.4168)
S (3.8683, 1.5318, 0.8320)
O (2.6368, 1.9464, 1.5593)
C (5.0349, 0.9536, 2.0698)
H (4.1722, 3.5769, -0.3209)
H (4.8832, 3.6444, 1.3113)
H (5.7285, 2.7732, -0.0068)
H (5.1405, 1.7052, 2.8519)
H (5.9958, 0.7567, 1.5951)
H (4.6423, 0.0323, 2.4942)